# 1
ORCA calculation (ωB97M-V/def2-TZVPD) on a 2-piece molecular cluster, C20H21N3O4 overall.

Structure (XYZ):
```
48
Properties=species:S:1:pos:R:3:forces:R:3
C -3.312886 -1.999702 -0.219358 1.62 -0.30 -3.39
C -1.866962 -2.010323 0.349738 -0.75 -0.57 -0.06
C -4.328314 -0.915143 0.358440 0.88 -4.83 2.48
C -3.964793 0.494896 0.083320 0.67 0.10 -3.81
C -3.253967 1.344423 0.934775 -1.49 -1.79 1.56
C -4.031537 0.835430 -1.346990 1.23 2.01 1.46
C -2.769333 2.619373 0.702281 1.11 0.27 3.17
C -3.332690 2.119903 -1.557039 -2.36 -1.52 -3.14
C -2.735966 2.964018 -0.600095 0.14 -1.94 -2.43
C 0.438655 -0.995409 0.192742 -1.68 0.67 -1.61
C 0.343706 0.062899 1.282085 -1.83 2.91 2.37
C 1.105702 -0.595176 -1.191632 -3.93 3.20 0.04
C 2.541892 -0.692057 -1.165521 1.95 -2.91 -2.90
C 3.244343 -1.796804 -1.766143 2.07 3.13 5.60
C 3.520319 0.112532 -0.485761 -2.62 0.88 2.16
C 4.704844 -0.557268 -0.341231 -1.82 -0.51 -1.72
C 3.408620 1.236966 0.322430 -0.74 -0.07 -1.58
C 5.696946 -0.010469 0.342225 5.08 1.06 1.21
C 4.486876 1.935303 0.750093 0.33 4.93 0.28
C 5.703515 1.366554 0.832646 3.48 -3.65 -1.89
H -2.922558 -3.943959 -0.856745 -2.57 1.84 1.06
H -3.144030 -3.940366 0.682990 -2.39 2.23 -1.89
H -3.238228 -1.917946 -1.371410 0.14 0.95 1.56
H -5.301060 -1.340536 -0.109120 1.23 1.21 1.31
H -4.093850 -1.354782 1.489352 -1.78 1.91 -2.07
H -3.127896 0.826882 1.883985 0.13 0.79 0.36
H -4.514518 0.107051 -2.189102 1.30 2.27 2.20
H -2.257259 3.248080 1.586357 -1.11 -1.55 -2.26
H -3.354533 2.566913 -2.620995 0.30 -0.88 1.73
H -2.091221 4.796382 -0.163760 1.48 -3.50 -4.47
H -1.167787 -0.597864 -0.993416 -1.03 0.04 0.13
H 0.728998 -1.918000 0.595519 0.99 -1.37 0.53
H 0.462763 -1.004249 -2.081799 1.89 -0.29 1.68
H 0.686014 0.521823 -1.304745 1.36 -1.74 0.34
H 3.083552 -2.825673 -2.032177 -0.79 0.16 -0.72
H 5.260320 -2.332557 -1.429774 -0.35 1.15 1.05
H 2.505438 1.667396 0.577744 -1.62 0.83 -0.53
H 6.625340 -0.642373 0.232243 -0.52 1.12 0.77
H 4.354010 3.127460 0.742295 0.23 -2.78 1.01
H 6.792258 1.763698 0.937536 -2.53 -0.18 0.37
H -0.807505 -1.284671 2.089572 -0.42 3.03 1.38
N -3.681689 -3.420319 -0.198505 2.91 -3.92 1.31
N -0.974430 -1.156126 -0.179105 0.12 -0.34 -0.17
N 4.539385 -1.706981 -1.012213 -0.04 -3.84 -3.91
O -1.610254 -2.887445 1.202847 1.00 2.05 -0.34
O -1.889244 3.859590 -1.146206 -1.32 5.62 4.81
O 0.826022 1.176291 1.317369 -1.16 -2.45 -0.06
O -0.733388 -0.230736 2.276262 3.21 -3.45 -2.97
```
Positions in Å, forces in eV/Å.

## Properties
Kohn-Sham gap in eV: 7.5765
ΔE to the lowest compared entry with this formula, charge and spin in kcal/mol: 255.77
LUMO level in eV: -0.31

Here are the Mulliken charges for atoms 1 to 6, given in e:
1. C 0.201
2. C 0.330
3. C -0.805
4. C 0.400
5. C -0.634
6. C -0.508

# 2
ORCA calculation (ωB97M-V/def2-TZVPD) on one molecule with the formula C20H21N3O5S2.

Structure (XYZ):
```
51
Properties=species:S:1:pos:R:3:forces:R:3
C -1.498623 0.785732 5.496740 -0.06 -0.01 -0.42
C -1.829732 1.310135 4.103342 0.04 0.24 0.40
O -1.992834 0.269456 3.156211 -0.01 -0.24 -0.19
C -0.915799 -0.373301 2.653954 0.08 -0.27 -0.18
C -1.205289 -1.454015 1.809976 0.00 0.17 0.18
C -0.190466 -2.171377 1.214758 -0.09 -0.03 0.02
C 1.125742 -1.817520 1.455652 0.55 -0.41 -0.29
S 2.474412 -2.707124 0.690372 -0.01 0.34 0.08
O 3.537983 -2.856236 1.639283 0.02 0.28 0.05
O 1.965052 -3.892238 0.070656 -0.25 0.16 -0.11
N 3.030226 -1.629810 -0.488806 0.02 -0.90 0.83
C 4.231766 -0.897425 -0.171761 0.36 0.04 0.26
C 2.105904 -1.081757 -1.383378 -0.61 0.10 -0.56
C 1.043527 -1.854966 -1.846384 0.04 0.10 -0.10
C 0.105994 -1.336434 -2.719113 -0.15 0.23 -0.22
C 0.207826 -0.023095 -3.159909 0.36 -0.04 0.10
O -0.669601 0.590540 -4.012884 0.14 0.00 -0.02
C -1.978535 0.076110 -4.128078 -0.16 -0.37 -0.15
C -2.936588 1.248955 -4.269726 0.29 -0.21 0.04
O -3.724756 1.377363 -5.171706 -0.10 -0.11 -0.19
N -2.842428 2.210858 -3.289219 -0.44 0.57 -0.32
C -2.119911 2.180296 -2.127929 0.43 0.79 0.90
N -1.719425 1.131987 -1.502740 -0.68 -0.42 -0.59
C -1.013664 1.441956 -0.389804 0.29 0.59 0.40
C -0.886253 2.765254 -0.130048 -0.05 -0.04 -0.03
S -1.669204 3.699598 -1.350146 -0.01 -0.69 -0.23
C 1.290263 0.740994 -2.735913 -0.29 -0.11 -0.26
C 2.223116 0.224946 -1.859623 0.09 -0.16 0.16
C 1.429508 -0.758537 2.286086 0.04 -0.01 -0.01
C 0.417125 -0.032958 2.890005 -0.16 0.18 0.09
H -2.277989 0.104000 5.826984 -0.06 -0.05 0.06
H -0.552324 0.250530 5.499086 0.08 -0.03 0.07
H -1.437201 1.615713 6.194984 0.03 0.08 0.10
H -1.074753 2.028402 3.761885 -0.10 -0.05 -0.03
H -2.800409 1.812919 4.116659 0.18 0.00 -0.04
H -2.240595 -1.702439 1.641036 -0.12 -0.04 -0.04
H -0.399104 -3.013852 0.576552 -0.10 -0.09 -0.08
H 4.021268 0.057776 0.321736 0.03 0.04 -0.03
H 4.803076 -0.718209 -1.083037 -0.05 0.01 0.00
H 4.813189 -1.521889 0.501417 0.14 0.21 -0.10
H 0.968741 -2.881624 -1.532798 -0.07 -0.07 -0.10
H -0.691869 -1.975618 -3.063290 -0.10 -0.05 -0.03
H -2.264012 -0.488327 -3.233467 0.04 0.04 -0.13
H -2.071999 -0.555583 -5.019849 -0.04 0.16 0.15
H -3.361211 3.060473 -3.480438 0.02 -0.26 -0.05
H -0.612301 0.638950 0.199153 0.15 -0.09 0.17
H -0.388047 3.248361 0.684569 0.11 0.06 0.23
H 1.384560 1.751980 -3.101079 -0.01 0.13 -0.01
H 3.042026 0.854221 -1.552745 0.10 0.06 0.06
H 2.464518 -0.520896 2.474686 0.12 0.11 0.09
H 0.679101 0.787724 3.538089 -0.01 0.06 0.08
```
Positions in Å, forces in eV/Å.

## Properties
Kohn-Sham gap in eV: 8.4018
ΔE to the lowest compared entry with this formula, charge and spin in kcal/mol: 41.33
LUMO level in eV: 0.35

Here are the Mulliken charges for atoms 1 to 6, given in e:
1. C -1.102
2. C -0.389
3. O -0.437
4. C 0.556
5. C -0.703
6. C -0.073

# 3
ORCA calculation (ωB97M-V/def2-TZVPD) on C20H21N4O4STl as an isolated structure.

Structure (XYZ):
```
51
Properties=species:S:1:pos:R:3:forces:R:3
Tl -0.272866 -0.032901 0.030074 -0.04 0.08 0.01
O 3.769622 -0.200132 -1.246113 0.01 -0.01 -0.01
C 2.650765 0.084955 -0.913475 -0.01 0.03 -0.02
N 1.776624 -0.690525 -0.181810 0.05 0.00 0.03
C 2.068302 -1.974944 0.228989 -0.01 -0.03 0.02
O 3.027906 -2.633591 -0.071380 0.00 0.00 0.01
C 1.004645 -2.588317 1.134838 0.00 0.03 -0.03
C 1.282832 -3.780115 1.777084 0.00 0.00 0.00
C 0.309216 -4.341076 2.590745 -0.01 0.01 0.00
C -0.915616 -3.702797 2.726074 0.02 0.00 0.00
C -1.127034 -2.519334 2.045079 -0.01 0.00 0.01
N -0.181239 -1.975675 1.273257 0.04 -0.05 -0.03
C 2.084969 1.443748 -1.321201 -0.01 -0.03 0.03
C 2.919893 2.344538 -1.958269 0.00 0.00 0.00
C 2.407637 3.576786 -2.335115 0.01 0.00 0.00
C 1.077968 3.871258 -2.067528 0.00 -0.01 0.00
C 0.305237 2.920796 -1.428900 -0.01 0.00 -0.01
N 0.801540 1.733984 -1.066023 0.03 0.00 -0.01
H 2.250270 -4.237770 1.628098 0.00 0.00 0.00
H 0.503409 -5.268497 3.112406 0.00 0.00 0.00
H -1.698752 -4.112833 3.347215 0.00 0.00 0.00
H -2.067819 -1.988079 2.105581 0.00 0.00 0.00
H 3.946828 2.061303 -2.139677 0.00 0.00 0.00
H 3.039387 4.301186 -2.831479 0.00 0.00 0.00
H 0.643058 4.820173 -2.346758 0.00 0.00 0.00
H -0.736670 3.106337 -1.198417 0.00 0.00 0.00
O -2.673030 -0.092438 0.137704 0.01 0.01 0.02
C -3.322935 1.029345 0.733205 0.00 -0.02 -0.02
C -2.372508 1.689741 1.702838 -0.02 0.00 -0.01
C -2.847781 2.558459 2.671254 0.00 0.00 0.00
C -1.947972 3.186867 3.514049 0.01 -0.01 0.00
C -0.589407 2.926981 3.374956 -0.02 0.01 0.00
C -0.187464 2.047372 2.396664 0.03 -0.02 -0.01
N -1.066108 1.443223 1.576529 -0.01 0.01 0.02
H -3.031403 -0.304120 -0.735188 0.00 0.00 0.00
H -4.218304 0.700797 1.261770 0.00 0.01 0.00
H -3.617073 1.750223 -0.033995 -0.01 0.00 0.01
H -3.911649 2.734695 2.759845 0.00 0.00 0.00
H -2.300352 3.868702 4.276325 0.00 0.00 0.00
H 0.143857 3.392585 4.017164 0.01 0.00 0.00
H 0.858483 1.805867 2.250703 0.00 0.00 0.00
C -0.013738 -3.150543 -2.582621 0.03 0.04 0.02
S -0.740763 -1.628509 -3.164780 0.02 -0.02 0.03
C 0.729403 -0.854266 -3.812590 -0.02 -0.02 -0.02
O -1.140354 -0.835839 -1.906012 -0.08 0.00 -0.04
H 0.284217 -3.732829 -3.454944 -0.01 0.01 -0.02
H -0.778867 -3.693202 -2.031223 -0.01 0.00 0.00
H 0.856612 -2.937251 -1.962743 0.01 -0.02 0.01
H 0.997356 -1.392793 -4.722448 0.02 0.00 0.00
H 1.543979 -0.904481 -3.091781 0.01 -0.01 0.00
H 0.475687 0.172937 -4.067981 0.00 0.00 0.00
```
Positions in Å, forces in eV/Å.

## Properties
Kohn-Sham gap in eV: 8.8835
Charge: +2
LUMO level in eV: -6.24

Here are the Mulliken charges for atoms 1 to 6, given in e:
1. Tl 2.447
2. O -0.570
3. C -0.093
4. N 0.039
5. C -0.300
6. O -0.548

Number 1: E -33732.2768 eV. Number 2: E -57458.2961 eV. Number 3: E -50745.7232 eV.